[1]
Here is C23H15NO2SSm as an isolated structure from OMol25. Energies are from ωB97M-V/def2-TZVPD.

XYZ file:
```
43
Properties=species:S:1:pos:R:3:mulliken_charge:R:1
Sm -0.5385 -0.7132 0.4671 1.29
O -1.8754 0.2587 -1.1737 -0.51
C -2.2793 1.0064 -0.2311 0.25
O -1.4168 1.4930 0.5524 -0.69
C -3.7133 0.9673 0.1745 0.51
C -4.6939 1.6730 -0.5032 -0.35
C -6.0194 1.5722 -0.0999 -0.56
C -6.3377 0.7424 0.9665 -0.47
C -5.3570 0.0091 1.6145 -0.54
C -4.0199 0.0927 1.2309 0.31
S -2.8174 -0.9642 2.0188 -0.44
H -4.4147 2.2946 -1.3444 0.42
H -6.7898 2.1252 -0.6211 0.37
H -7.3686 0.6514 1.2874 0.35
H -5.6332 -0.6586 2.4207 0.39
C 1.7707 -0.5344 1.3612 -0.35
C 2.7009 -0.6524 2.1444 -0.55
C 3.8066 -0.7761 3.0447 0.39
C 4.9126 -1.5627 2.7014 -0.45
C 5.9870 -1.6879 3.5648 -0.41
C 5.9806 -1.0359 4.7909 -0.40
C 4.8883 -0.2563 5.1420 -0.39
C 3.8122 -0.1252 4.2800 -0.46
H 4.9099 -2.0714 1.7467 0.40
H 6.8322 -2.3011 3.2774 0.36
H 6.8195 -1.1357 5.4677 0.36
H 4.8697 0.2555 6.0962 0.36
H 2.9600 0.4807 4.5574 0.41
C -0.5798 -3.2411 0.0060 -1.52
C -1.2214 -2.9764 -1.2425 0.61
C -0.4875 -2.5082 -2.3635 -0.52
C -1.1167 -2.0385 -3.4995 -0.53
C -2.5081 -2.0085 -3.5728 0.60
C -3.2623 -2.4655 -2.4815 -0.57
C -2.6401 -2.9322 -1.3522 -0.42
C -3.1539 -1.5091 -4.7443 0.01
N -3.6718 -1.1164 -5.6965 -0.60
H 0.4743 -3.5158 -0.0222 0.36
H -1.1708 -3.7405 0.7692 0.38
H 0.5980 -2.5422 -2.3375 0.39
H -0.5254 -1.6860 -4.3349 0.44
H -4.3431 -2.4281 -2.5217 0.43
H -3.2335 -3.2464 -0.5022 0.34
```

Output
HOMO-LUMO gap (spin up / spin down)	7.07 / 7.08	eV
ΔE to the lowest compared entry with this formula, charge and spin	0.0	kcal per mole
multiplicity	6
net charge	-1


[2]
Here is C23H16AsO6Tc as an isolated structure from OMol25. Energies are from ωB97M-V/def2-TZVPD.

XYZ file:
```
47
Properties=species:S:1:pos:R:3:mulliken_charge:R:1
O -0.0372 -3.3906 -2.5660 -0.20
C -0.3214 -2.2569 -2.8390 0.08
Tc 0.4626 -0.0402 -3.3436 0.47
O 2.6819 -1.7818 -1.9902 -0.16
C 1.8485 -1.1256 -2.4597 0.45
C 1.9194 1.2806 -3.2245 0.49
O 2.7764 2.0608 -3.2004 -0.20
C -0.1142 1.6393 -4.4212 0.26
O -0.3963 2.5584 -5.0623 -0.11
C 1.0589 -0.8810 -5.0038 0.43
O 1.5083 -1.3821 -5.9489 -0.16
H -1.4291 -1.9298 -2.7875 0.39
O -0.2150 0.4056 -1.4073 -0.50
As -0.3025 0.2162 0.3102 1.50
C -2.1637 -0.2133 0.5703 0.76
C -2.6322 -1.4888 0.2191 -0.30
C -3.9579 -1.8392 0.5092 -1.00
C -4.7951 -0.9045 1.1342 -0.51
C -4.3349 0.3806 1.4666 -0.82
C -3.0086 0.7306 1.1694 -0.33
C 0.9450 -1.1489 0.9327 0.99
C 0.7791 -2.4864 0.5709 -0.01
C 1.5986 -3.4702 1.1342 -0.94
C 2.6055 -3.0973 2.0270 -0.56
C 2.7915 -1.7544 2.3799 -0.78
C 1.9456 -0.7762 1.8380 -0.35
C 0.3227 1.9237 0.9739 -0.33
C -0.1757 2.4525 2.1731 -0.08
C 0.3244 3.6746 2.6466 -0.68
C 1.3440 4.3251 1.9339 -0.49
C 1.8646 3.7779 0.7539 -0.58
C 1.3492 2.5700 0.2728 0.12
H -1.9730 -2.1953 -0.2915 0.31
H -4.3213 -2.8417 0.2564 0.44
H -5.8182 -1.1890 1.3867 0.42
H -4.9923 1.1043 1.9618 0.43
H -2.6345 1.7314 1.3967 0.55
H 0.0194 -2.7670 -0.1601 0.06
H 1.4438 -4.5175 0.8681 0.46
H 3.2561 -3.8598 2.4524 0.43
H 3.5829 -1.4613 3.0754 0.43
H 2.0601 0.2718 2.1183 0.32
H -0.9457 1.9206 2.7371 0.68
H -0.0753 4.1054 3.5719 0.48
H 1.7448 5.2705 2.3050 0.46
H 2.6694 4.2757 0.2068 0.49
H 1.7412 2.1232 -0.6464 0.21
```

Output
HOMO-LUMO gap (spin up / spin down)	7.52 / 3.60	eV
ΔE to the lowest compared entry with this formula, charge and spin	7.3	kcal per mole
multiplicity	4
net charge	+3


[3]
Here is C23H16BCl3N13O4Sr as an isolated structure from OMol25. Energies are from ωB97M-V/def2-TZVPD.

XYZ file:
```
61
Properties=species:S:1:pos:R:3:mulliken_charge:R:1
Sr -1.2149 -0.3700 -1.6027 2.69
C 3.3888 -0.1271 -1.0558 -0.96
C 2.3219 -0.3502 -1.9295 -0.50
N 1.2417 0.3029 -1.5285 -0.75
N 1.5715 0.9585 -0.3899 0.99
C 2.8645 0.7063 -0.0943 -0.25
B 0.5852 1.8491 0.4733 0.40
N -0.2964 0.9702 1.4166 0.55
C -0.2586 0.7465 2.7485 -0.15
C -1.2782 -0.1180 3.0799 -1.17
C -1.9116 -0.3881 1.8641 -0.45
N -1.3253 0.2683 0.8775 -0.39
N -0.3443 2.7128 -0.4537 0.52
C -0.5471 4.0418 -0.3384 -0.23
C -1.4800 4.4319 -1.2721 -1.07
C -1.8087 3.2461 -1.9335 -0.46
N -1.1304 2.2234 -1.4392 -0.50
N 1.4886 2.8311 1.2169 0.73
C 2.3836 3.6530 0.6129 -0.49
C 3.0240 4.3776 1.5857 -1.04
C 2.4454 3.9213 2.7827 -0.43
N 1.5293 3.0007 2.5548 -1.16
H 4.3898 -0.5141 -1.1079 0.43
H 2.2849 -0.9549 -2.8218 0.46
H 3.3212 1.1405 0.7785 0.44
H 0.4790 1.2358 3.3568 0.52
H -1.5163 -0.4932 4.0584 0.45
H -2.7575 -1.0233 1.6534 0.48
H -0.0220 4.6189 0.4015 0.39
H -1.8581 5.4228 -1.4437 0.44
H -2.5043 3.0892 -2.7430 0.46
H 2.4930 3.6555 -0.4590 0.56
H 3.7908 5.1185 1.4479 0.46
H 2.6560 4.2207 3.7962 0.45
N -1.6464 -0.5672 -4.1523 -0.31
C -1.3651 -0.7372 -5.2594 0.29
N -1.0095 -0.7727 -6.5382 -0.37
C -1.3572 -1.8352 -7.1967 0.57
N -1.6232 -2.7476 -7.8792 -0.30
Cl -7.2586 -0.7850 -2.8186 -0.09
C -6.5414 -0.1135 -1.3426 0.78
Cl -6.9565 1.5978 -1.1733 -0.08
Cl -7.0624 -1.0279 0.0760 -0.08
C -5.0869 -0.2220 -1.4529 -0.38
N -3.9493 -0.3011 -1.5298 -0.23
O -0.7729 -4.8099 -1.0878 -0.74
C -0.4557 -3.7009 -0.6820 -0.39
O -0.8821 -2.5929 -1.1499 -0.65
C 0.5159 -3.5913 0.4915 -0.58
C 1.0236 -2.3757 0.9359 0.99
C 1.8820 -2.3224 2.0202 -0.75
C 2.2202 -3.5068 2.6489 -0.28
C 1.7418 -4.7376 2.2309 -0.63
C 0.8865 -4.7651 1.1432 -0.58
N 3.1289 -3.4529 3.8089 1.03
O 3.5397 -2.3628 4.1555 -0.62
O 3.4551 -4.5040 4.3225 -0.63
H 0.7689 -1.4525 0.4364 0.92
H 2.2826 -1.3868 2.3801 0.67
H 2.0366 -5.6363 2.7500 0.51
H 0.4800 -5.6950 0.7700 0.52
```

Output
HOMO-LUMO gap (spin up / spin down)	8.45 / 3.59	eV
ΔE to the lowest compared entry with this formula, charge and spin	12.7	kcal per mole
multiplicity	2
net charge	0


[4]
Here is C23H16EuN5O3S as an isolated structure from OMol25. Energies are from ωB97M-V/def2-TZVPD.

XYZ file:
```
49
Properties=species:S:1:pos:R:3:mulliken_charge:R:1
Eu -0.1144 0.0828 0.0441 1.47
O -0.0361 -4.3699 0.1796 -0.76
C -0.2754 -3.1769 0.0324 0.23
N 0.5771 -2.1321 -0.0777 -0.28
C 2.0012 -2.3318 -0.0436 0.34
C 2.6009 -3.5921 -0.0077 -0.60
C 3.9800 -3.7441 0.0249 -0.71
C 4.7902 -2.6284 0.0243 -0.70
C 4.2188 -1.3642 -0.0084 -0.59
C 2.8349 -1.1839 -0.0436 0.31
N 2.2047 0.1091 -0.0780 -0.28
C 2.9360 1.2430 0.0307 0.22
O 4.1450 1.3826 0.1772 -0.76
C 2.1442 2.5439 -0.0732 0.61
C 2.8501 3.7365 -0.0164 -0.61
C 2.1666 4.9261 -0.1703 -0.27
C 0.7960 4.8914 -0.3743 -0.91
C 0.1627 3.6659 -0.3899 -0.05
N 0.8174 2.5058 -0.2378 -0.13
C -1.7573 -2.8248 -0.0728 0.59
C -2.6729 -3.8649 -0.0159 -0.60
C -4.0155 -3.5835 -0.1719 -0.28
C -4.4065 -2.2698 -0.3777 -0.91
C -3.4375 -1.2880 -0.3929 -0.04
N -2.1319 -1.5514 -0.2396 -0.13
H 1.9717 -4.4622 -0.0042 0.52
H 4.4022 -4.7412 0.0525 0.37
H 5.8690 -2.7211 0.0513 0.38
H 4.8518 -0.4967 -0.0060 0.53
H 3.9173 3.6832 0.1365 0.47
H 2.6955 5.8704 -0.1372 0.43
H 0.2137 5.7920 -0.5125 0.39
H -0.9081 3.5983 -0.5083 0.47
H -2.2920 -4.8631 0.1382 0.47
H -4.7496 -4.3789 -0.1393 0.42
H -5.4430 -1.9953 -0.5180 0.39
H -3.7044 -0.2492 -0.5131 0.47
O -0.4747 0.3459 2.1702 -0.74
N -1.3979 1.0182 2.8624 0.35
C -1.2882 0.9400 4.2116 -0.17
C -2.1750 1.5841 5.0180 -0.78
C -3.1994 2.3259 4.4131 -0.04
C -3.2850 2.3867 3.0503 -0.98
C -2.3628 1.7174 2.2148 0.89
S -2.4276 1.7627 0.5072 -0.58
H -0.4588 0.3382 4.5479 0.42
H -2.0687 1.5079 6.0898 0.41
H -3.9243 2.8521 5.0204 0.38
H -4.0649 2.9515 2.5595 0.38
```

Output
HOMO-LUMO gap (spin up / spin down)	6.56 / 7.07	eV
multiplicity	7
net charge	0